C12H13N11PdSe as an isolated structure in a non-equilibrium geometry, computed with the ωB97M-V functional and the def2-TZVPD basis.

ORCA input file:
```
! wB97M-V def2-TZVPD RIJCOSX def2/J DEFGRID3
* xyz -2 3
Pd 1.25082 0.73768 -0.21813
N 2.50820 2.95644 2.21857
C 2.25820 1.70372 2.58487
N 2.31870 1.22785 3.84026
N 1.94635 -0.04159 3.78187
N 1.70078 -0.37202 2.55280
N 1.80840 0.68217 1.77664
C 2.50224 3.38494 0.89799
N 3.08981 4.50799 0.48203
N 2.93016 4.50920 -0.86546
N 2.26106 3.47675 -1.21540
N 2.01917 2.70676 -0.16988
H 2.94602 3.52167 2.93428
Se 3.51409 -0.06806 -0.89440
C 4.63246 0.66970 0.39635
N 5.15445 1.18445 1.29313
C -2.25145 -3.52459 -0.08561
N -1.58248 -2.99504 -1.27559
C -1.41901 -3.89068 -2.40729
C -0.75032 -1.85254 -1.14343
C -1.48366 -0.54612 -0.89101
C -2.88050 -0.44549 -0.99827
C -3.59249 0.68345 -0.53719
C -2.83350 1.78724 -0.11554
C -1.43591 1.74182 -0.21910
C -0.76000 0.57014 -0.51450
H -3.28722 -3.88237 -0.35934
H -2.39555 -2.82823 0.77184
H -1.67016 -4.36931 0.31201
H -1.68402 -4.90438 -2.09638
H -0.36078 -3.81502 -2.71800
H -2.02030 -3.48726 -3.27086
H -0.17325 -1.73539 -2.08263
H -0.01800 -1.98535 -0.30693
H -3.45193 -1.29091 -1.32972
H -4.64770 0.68637 -0.42367
H -3.31154 2.67521 0.23204
H -0.83110 2.62078 0.06365
*
```

Summary:
* frontier orbital gap (alpha / beta): 6.20 / 5.99 eV
* strongest force on any atom: 0.0889 Eh/bohr
* LUMO energy (alpha / beta): 4.5552 / 4.5530 eV
* <S²>: 2.007